Here is a single Cl2FHSi molecule from the OMol25 dataset. Energies are from the ωB97M-V functional and the def2-TZVPD basis.

Properties
HOMO level in hartree: -0.42383
Charge: 0
SMILES: F[SiH](Cl)Cl

Geometry as XYZ:
```
5
Cl2FHSi the ωB97M-V functional and the def2-TZVPD basis
F -0.1213 1.1224 1.2169
Si 0.1351 0.1600 -0.0260
Cl 0.4975 -1.9077 0.9594
Cl -1.6429 0.0867 -1.1080
H 1.1316 0.5388 -1.0423
```

Per-atom Mulliken charges, elementary charge units:
1 F -0.19
2 Si 0.71
3 Cl -0.28
4 Cl -0.20
5 H -0.04

Here is a molecular structure, Cl2FO8Sr4 from the OMol25 dataset. Energies are from the ωB97M-V functional and the def2-TZVPD basis.

Properties
HOMO level in hartree: -0.68132
Charge: +5

Geometry as XYZ:
```
15
Cl2FO8Sr4 the ωB97M-V functional and the def2-TZVPD basis
Sr -6.5334 -8.0512 -19.9620
Sr -2.5750 -3.6845 -20.5118
Sr -1.1672 -11.4091 -19.7337
Sr -1.1034 -7.3684 -15.6160
F -2.6874 -7.5324 -19.2182
Cl -6.5936 -7.9669 -14.3140
O -5.9464 -7.1607 -13.4437
O -7.9905 -7.5231 -14.3181
O -5.8061 -7.5230 -15.4822
O -6.3260 -9.3118 -14.1365
Cl -3.3334 -10.1349 -25.2089
O -4.4280 -9.8930 -26.1143
O -3.4803 -9.4160 -23.8845
O -2.9820 -11.4658 -25.1215
O -2.3795 -9.5683 -26.1044
```

Per-atom Mulliken charges, elementary charge units:
1 Sr 1.74
2 Sr 1.80
3 Sr 1.70
4 Sr 1.73
5 F -0.95
6 Cl 1.60
7 O -0.52
8 O -0.52
9 O -0.72
10 O -0.52
11 Cl 1.57
12 O -0.40
13 O -0.63
14 O -0.47
15 O -0.40

Here is a single Cl2H2N2S molecule from the OMol25 dataset. Energies are from the ωB97M-V functional and the def2-TZVPD basis.

Properties
HOMO level in hartree: -0.39168
Charge: 0
SMILES: N=S(=N)(Cl)Cl

Geometry as XYZ:
```
7
Cl2H2N2S the ωB97M-V functional and the def2-TZVPD basis
N 0.7955 0.8628 -0.5701
N 0.0339 -1.3039 0.5274
S -0.3495 0.0838 -0.0098
Cl -1.2462 1.4993 1.4238
Cl -1.8916 -0.0066 -1.4408
H 0.6524 1.2449 -1.4498
H -0.8424 -1.6288 0.9128
```

Per-atom Mulliken charges, elementary charge units:
1 N -0.42
2 N -0.40
3 S 0.59
4 Cl -0.17
5 Cl -0.15
6 H 0.28
7 H 0.28

Here is 2 unconnected molecules or ions with the total composition Cl2H2O2P2 from the OMol25 dataset. Energies are from the ωB97M-V functional and the def2-TZVPD basis.

Properties
HOMO level in hartree: -0.38103
Charge: 0
SMILES: O=[PH2]Cl.O=PCl

Geometry as XYZ:
```
8
Cl2H2O2P2 the ωB97M-V functional and the def2-TZVPD basis
O -0.8998 -1.0401 0.3124
O 0.4280 0.6342 -1.3441
P 1.0828 0.2029 -0.0749
P -2.2788 -0.8950 -0.1512
Cl -2.8821 0.9414 0.0170
Cl 2.8618 1.1122 0.1511
H 1.3321 -1.1649 -0.0051
H 0.3560 0.2093 1.0948
```

Per-atom Mulliken charges, elementary charge units:
1 O -0.32
2 O -0.60
3 P 0.65
4 P 0.42
5 Cl -0.10
6 Cl -0.24
7 H 0.07
8 H 0.11

Here is a molecular structure, Cl2H42O21Zn from the OMol25 dataset. Energies are from the ωB97M-V functional and the def2-TZVPD basis.

Properties
HOMO level in hartree: -0.34881
Charge: 0

Geometry as XYZ:
```
66
Cl2H42O21Zn the ωB97M-V functional and the def2-TZVPD basis
Zn 2.2607 -0.8578 0.8989
Cl 0.0126 -0.4225 0.0870
Cl 1.9292 -2.1222 2.8618
O -3.5973 -2.1750 3.6391
H -3.2454 -2.0592 2.7565
H -2.8479 -2.0309 4.2170
O -1.5676 2.7763 -2.6144
H -0.9673 2.4191 -1.9599
H -2.2639 2.1231 -2.6832
O 0.0268 1.7664 3.9173
H 0.8069 2.0730 3.4552
H 0.3671 1.2268 4.6309
O -0.6860 -3.3011 -1.2617
H -0.7892 -2.9805 -2.1577
H -0.4796 -2.5194 -0.7494
O -3.8861 1.3597 0.3500
H -3.0965 1.5925 0.8384
H -4.5684 1.2871 1.0175
O -0.9766 4.7766 1.0095
H -0.4145 4.6103 0.2528
H -1.4110 3.9398 1.1743
O 1.0835 1.0358 -5.2579
H 1.0170 0.5554 -6.0831
H 1.4301 0.3967 -4.6354
O 1.8725 3.2270 1.0457
H 2.1184 3.9191 1.6595
H 1.1641 3.6074 0.5264
O 2.9490 -0.4815 -3.7441
H 3.4119 -1.2423 -3.3932
H 3.6268 0.1869 -3.8439
O -1.0147 -2.2599 -3.7736
H -1.1767 -1.3343 -3.9558
H -0.9600 -2.6686 -4.6375
O 2.6169 -2.4528 -0.3299
H 2.1475 -3.2784 -0.2104
H 3.2241 -2.6239 -1.0498
O 1.1158 -5.3044 -0.6667
H 0.5548 -4.5688 -0.9124
H 1.1242 -5.8686 -1.4399
O -2.7239 -2.2423 1.0845
H -2.2008 -1.6057 0.5973
H -2.5335 -3.0811 0.6644
O -0.8127 -1.1544 4.6310
H -0.5897 -1.9595 5.0983
H -0.2251 -1.1449 3.8754
O 2.6165 0.9100 1.8927
H 2.3365 1.7300 1.4861
H 3.2480 1.1767 2.5608
O 4.5414 -1.0244 1.2975
H 5.1220 -1.1076 0.5410
H 5.1248 -0.8094 2.0253
O -4.2176 1.1273 -2.3798
H -3.9577 1.3090 -1.4767
H -5.0270 1.6236 -2.5010
O -1.4971 2.0589 1.5385
H -1.3629 1.9768 2.4827
H -0.9022 1.4148 1.1546
O 2.9123 3.1562 -1.8093
H 2.7213 3.8477 -1.1757
H 2.3338 3.3418 -2.5489
O 3.0037 0.3442 -0.7903
H 2.8802 -0.0490 -1.6542
H 2.9763 1.2876 -0.9498
O -5.2025 -0.9714 1.6372
H -4.9658 -1.0358 2.5624
H -4.5094 -1.4462 1.1785
```

Per-atom Mulliken charges, elementary charge units:
1 Zn 1.12
2 Cl -0.60
3 Cl -0.63
4 O -0.69
5 H 0.44
6 H 0.33
7 O -0.63
8 H 0.26
9 H 0.34
10 O -0.63
11 H 0.27
12 H 0.31
13 O -0.69
14 H 0.47
15 H 0.11
16 O -0.62
17 H 0.40
18 H 0.29
19 O -0.63
20 H 0.29
21 H 0.37
22 O -0.61
23 H 0.30
24 H 0.33
25 O -0.54
26 H 0.30
27 H 0.14
28 O -0.65
29 H 0.26
30 H 0.34
31 O -0.61
32 H 0.28
33 H 0.26
34 O -0.32
35 H 0.21
36 H 0.18
37 O -0.60
38 H 0.41
39 H 0.30
40 O -0.65
41 H 0.25
42 H 0.24
43 O -0.63
44 H 0.32
45 H 0.27
46 O -0.28
47 H 0.30
48 H 0.19
49 O -0.38
50 H 0.25
51 H 0.23
52 O -0.63
53 H 0.40
54 H 0.30
55 O -0.43
56 H 0.32
57 H 0.02
58 O -0.63
59 H 0.25
60 H 0.33
61 O -0.41
62 H 0.19
63 H 0.25
64 O -0.67
65 H 0.35
66 H 0.40

Here is 2 unconnected molecules or ions with the total composition Cl2H4OSi2 from the OMol25 dataset. Energies are from the ωB97M-V functional and the def2-TZVPD basis.

Properties
HOMO level in hartree: -0.38214
Charge: 0
SMILES: Cl[SiH2]Cl.O=[SiH2]

Geometry as XYZ:
```
9
Cl2H4OSi2 the ωB97M-V functional and the def2-TZVPD basis
O -1.8792 -1.8664 0.4596
Si -2.2707 -0.4147 0.3406
Si 1.9670 0.2880 -0.4525
Cl 0.4992 1.4385 0.5364
Cl 1.8559 -1.6923 0.1477
H -3.2582 0.1981 1.3473
H -1.8120 0.6350 -0.7218
H 1.7037 0.6492 -1.7672
H 3.1942 0.7646 0.1098
```

Per-atom Mulliken charges, elementary charge units:
1 O -0.40
2 Si 0.50
3 Si 0.69
4 Cl -0.28
5 Cl -0.18
6 H -0.05
7 H -0.06
8 H -0.11
9 H -0.12

Here is a single Cl2H4Si3 molecule from the OMol25 dataset. Energies are from the ωB97M-V functional and the def2-TZVPD basis.

Properties
HOMO level (spin up / spin down) in hartree: -0.27617 / -0.35832
Spin multiplicity: 3
Charge: 0

Geometry as XYZ:
```
9
Cl2H4Si3 the ωB97M-V functional and the def2-TZVPD basis
Si 0.2366 1.4771 1.4279
Si -0.3047 -1.0459 -1.1264
Si -1.4054 0.5187 0.2350
Cl 0.6534 2.6387 -0.3262
Cl -1.3950 -2.7252 -0.3847
H -0.6103 2.3921 2.1616
H 1.5827 1.6410 2.2143
H 1.1014 -1.6009 -0.9801
H -0.2119 -0.7647 -2.5375
```

Per-atom Mulliken charges, elementary charge units:
1 Si 0.45
2 Si 0.44
3 Si 0.05
4 Cl -0.27
5 Cl -0.27
6 H -0.12
7 H -0.09
8 H -0.09
9 H -0.10

Here is a single Cl2HOPS molecule from the OMol25 dataset. Energies are from the ωB97M-V functional and the def2-TZVPD basis.

Properties
HOMO level (spin up / spin down) in hartree: -0.32251 / -0.32253
Charge: 0
SMILES: OP(=S)(Cl)Cl

Geometry as XYZ:
```
6
Cl2HOPS the ωB97M-V functional and the def2-TZVPD basis
O 0.5216 -0.9846 0.4701
P -0.3895 0.1672 -0.1839
S 0.8794 2.0001 1.0813
Cl -2.1377 -0.5335 0.2784
Cl -0.3330 0.0320 -2.1167
H 1.4592 -0.6813 0.4708
```

Per-atom Mulliken charges, elementary charge units:
1 O -0.43
2 P 0.68
3 S -0.35
4 Cl -0.13
5 Cl -0.13
6 H 0.36

Here is 2 unconnected molecules or ions with the total composition Cl2HPS2 from the OMol25 dataset. Energies are from the ωB97M-V functional and the def2-TZVPD basis.

Properties
HOMO level in hartree: -0.37165
Charge: 0

Geometry as XYZ:
```
6
Cl2HPS2 the ωB97M-V functional and the def2-TZVPD basis
P -4.9190 -0.0416 -0.2458
S -4.9757 -1.8405 0.4690
S -4.7917 0.7302 -2.0648
Cl -0.1386 -0.7098 0.0680
Cl -4.6212 1.4133 1.2462
H -1.3174 0.0175 -0.1151
```

Per-atom Mulliken charges, elementary charge units:
1 P 0.55
2 S -0.19
3 S -0.21
4 Cl -0.26
5 Cl -0.14
6 H 0.26